Record 1
Entry from OMol25: a molecular structure, C58H47ClGeN4O3P2PdSTe at a distorted geometry (wB97M-V/def2-TZVPD).

Its LUMO energy (spin up / spin down) is 0.87 / 0.03 eV. As for the energy above the lowest of the compared OMol25 structures with the same formula, charge and spin: 57.3 kcal per mole. Its charge is -1. As for the spin multiplicity: 2.

Last column: Mulliken spin population.
Atoms and positions in Å:
Pd (0.012, -0.305, -0.402)  0.1945
Te (-3.870, 0.471, -1.759)  -0.0014
C (-5.842, 0.345, -1.012)  0.0289
C (-6.166, -0.626, -0.070)  0.0305
C (-7.469, -0.688, 0.404)  0.0095
N (-8.449, 0.132, 0.000)  -0.0023
C (-8.124, 1.046, -0.918)  0.0023
C (-6.850, 1.189, -1.451)  0.0090
C (-2.957, 0.127, 0.163)  0.4545
P (-1.859, 1.583, 0.520)  0.1280
C (-1.399, 1.636, 2.317)  0.0192
C (-0.040, 1.590, 2.631)  0.0200
C (0.405, 1.692, 3.946)  0.0066
C (-0.516, 1.847, 4.970)  -0.0032
C (-1.873, 1.923, 4.670)  0.0078
C (-2.312, 1.825, 3.356)  0.0060
C (-3.146, 2.933, 0.546)  -0.0526
C (-2.767, 4.192, 0.083)  0.0145
C (-3.680, 5.240, 0.026)  0.0045
C (-4.991, 5.042, 0.434)  0.0010
C (-5.385, 3.795, 0.908)  0.0030
C (-4.469, 2.750, 0.965)  0.0440
P (-2.010, -1.431, 0.379)  -0.0653
C (-2.034, -1.569, 2.205)  0.0199
C (-0.854, -1.885, 2.871)  -0.0094
C (-0.820, -1.952, 4.261)  0.0022
C (-1.976, -1.710, 4.988)  0.0027
C (-3.163, -1.398, 4.330)  0.0183
C (-3.192, -1.325, 2.945)  0.0780
C (-3.032, -2.876, -0.105)  0.0902
C (-3.361, -3.866, 0.825)  0.0064
C (-4.088, -4.988, 0.440)  -0.0002
C (-4.496, -5.141, -0.876)  0.0005
C (-4.143, -4.181, -1.817)  0.0012
C (-3.396, -3.073, -1.441)  -0.0074
H (-5.418, -1.324, 0.293)  -0.0086
H (-7.746, -1.438, 1.139)  0.0003
H (-8.925, 1.707, -1.237)  -0.0001
H (-6.653, 1.966, -2.183)  -0.0005
H (0.672, 1.488, 1.829)  -0.0420
H (1.469, 1.652, 4.159)  0.0000
H (-0.184, 1.913, 6.001)  0.0001
H (-2.596, 2.062, 5.467)  0.0005
H (-3.370, 1.903, 3.145)  -0.0004
H (-1.744, 4.348, -0.250)  0.0050
H (-3.368, 6.209, -0.347)  0.0000
H (-5.707, 5.856, 0.385)  0.0001
H (-6.409, 3.628, 1.224)  0.0011
H (-4.790, 1.778, 1.318)  0.0297
H (0.032, -2.085, 2.282)  -0.0118
H (0.106, -2.193, 4.772)  0.0000
H (-1.956, -1.760, 6.072)  -0.0002
H (-4.065, -1.207, 4.902)  0.0005
H (-4.115, -1.071, 2.430)  -0.0139
H (-3.045, -3.771, 1.853)  0.0045
H (-4.330, -5.749, 1.173)  0.0001
H (-5.059, -6.018, -1.174)  0.0000
H (-4.433, -4.303, -2.855)  0.0000
H (-3.088, -2.367, -2.195)  -0.0043
Cl (-0.759, -0.494, -3.085)  0.0008
C (0.019, 0.845, -2.197)  0.0610
H (-0.641, 1.696, -2.198)  -0.0056
H (0.985, 1.034, -2.642)  -0.0049
C (4.920, -1.671, -3.604)  0.0002
C (5.544, -0.964, -2.583)  -0.0005
C (4.794, -0.425, -1.543)  0.0000
C (3.401, -0.587, -1.482)  -0.0024
C (2.798, -1.310, -2.516)  0.0036
C (3.543, -1.845, -3.567)  0.0003
Ge (2.307, 0.355, -0.088)  -0.0349
C (3.257, 0.023, 1.624)  -0.0074
C (2.662, -0.711, 2.660)  -0.0066
C (3.369, -1.060, 3.809)  -0.0002
C (4.698, -0.677, 3.944)  0.0000
C (5.293, 0.096, 2.950)  -0.0005
C (4.577, 0.453, 1.812)  0.0019
C (2.880, 2.218, -0.535)  0.0033
C (3.167, 2.578, -1.859)  0.0013
C (3.734, 3.814, -2.169)  0.0008
C (4.019, 4.724, -1.157)  -0.0013
C (3.715, 4.401, 0.159)  0.0008
C (3.146, 3.165, 0.461)  -0.0051
H (5.503, -2.076, -4.422)  0.0000
H (6.618, -0.819, -2.602)  -0.0001
H (5.309, 0.136, -0.772)  0.0001
H (1.732, -1.472, -2.500)  -0.0002
H (3.041, -2.386, -4.362)  0.0000
H (1.620, -1.002, 2.572)  0.0057
H (2.882, -1.627, 4.596)  0.0000
H (5.264, -0.965, 4.821)  0.0000
H (6.318, 0.427, 3.066)  0.0000
H (5.049, 1.094, 1.074)  0.0001
H (2.977, 1.874, -2.662)  -0.0001
H (3.962, 4.058, -3.200)  0.0000
H (4.475, 5.678, -1.394)  -0.0001
H (3.928, 5.107, 0.953)  0.0000
H (2.924, 2.928, 1.498)  -0.0005
O (-1.612, -9.251, -2.024)  0.0000
S (-0.674, -10.218, -1.489)  0.0000
O (-1.144, -10.932, -0.315)  0.0000
O (-0.013, -11.039, -2.485)  0.0000
C (0.685, -9.212, -0.812)  -0.0001
N (1.731, -9.876, -0.277)  0.0001
C (2.696, -9.126, 0.231)  -0.0001
C (2.658, -7.738, 0.240)  0.0002
C (1.542, -7.151, -0.316)  0.0012
N (0.566, -7.881, -0.847)  0.0001
C (1.327, -5.670, -0.374)  -0.0006
C (0.254, -5.174, -1.104)  -0.0087
C (0.054, -3.810, -1.160)  -0.0036
N (0.810, -2.918, -0.515)  -0.0288
C (1.852, -3.397, 0.173)  0.0034
C (2.155, -4.748, 0.255)  -0.0023
H (3.544, -9.656, 0.657)  0.0000
H (3.474, -7.165, 0.663)  0.0000
H (-0.412, -5.869, -1.604)  -0.0001
H (-0.753, -3.402, -1.756)  0.0035
H (2.489, -2.673, 0.672)  0.0044
H (3.027, -5.058, 0.818)  -0.0001

Force components x, y, z for each atom (eV/Å):
0.942 0.289 -1.269
-0.116 -0.028 0.372
0.079 -0.146 0.103
-0.069 0.010 0.079
-0.145 0.227 -0.137
0.299 -0.034 -0.074
-0.039 -0.206 0.176
0.023 0.140 -0.099
0.973 0.122 -0.482
-1.418 0.537 0.450
0.169 -0.112 -0.025
-0.162 0.095 0.160
-0.056 0.033 -0.087
-0.064 0.001 -0.002
0.003 0.023 -0.087
0.076 -0.037 0.092
-0.045 -0.081 -0.005
0.043 -0.049 0.005
0.058 -0.031 0.025
-0.029 -0.063 0.045
0.097 -0.064 -0.016
0.094 0.188 -0.103
-1.308 0.149 0.773
0.121 0.064 0.035
-0.208 -0.049 0.049
-0.035 -0.015 -0.085
-0.029 0.007 -0.025
0.037 -0.076 -0.065
-0.018 -0.046 0.060
0.032 -0.014 -0.115
-0.116 0.006 -0.061
0.057 0.076 0.024
0.001 0.007 -0.052
0.072 0.078 0.040
-0.070 -0.152 0.055
-0.068 0.003 -0.038
0.007 0.037 -0.022
0.030 -0.032 0.001
-0.027 -0.046 0.092
0.147 -0.060 -0.136
-0.069 -0.030 -0.029
-0.014 0.024 -0.085
0.043 -0.028 -0.059
0.018 -0.035 0.003
-0.072 0.001 -0.001
-0.004 -0.065 0.028
0.045 -0.053 -0.005
0.065 0.007 -0.017
-0.025 -0.052 -0.015
0.045 -0.079 0.012
-0.057 0.018 -0.050
0.004 0.011 -0.091
0.051 -0.003 -0.046
0.074 -0.005 0.047
-0.024 -0.012 0.033
0.047 0.041 -0.032
0.062 0.060 0.020
0.047 -0.014 0.070
0.006 0.100 -0.066
-0.086 0.151 -0.279
0.587 -1.148 1.190
-0.099 0.213 0.215
0.008 0.049 -0.099
-0.102 0.023 0.040
-0.114 0.061 0.094
-0.160 -0.080 0.010
0.039 -0.084 -0.111
0.264 0.034 0.026
0.038 0.133 0.109
0.508 0.410 -1.084
-0.297 -0.143 0.386
0.185 0.089 -0.104
0.000 0.067 -0.143
-0.071 0.077 -0.120
-0.140 -0.022 -0.014
-0.143 -0.076 0.092
0.045 0.117 0.065
0.058 0.163 0.206
-0.155 -0.176 0.124
-0.049 -0.071 -0.007
-0.111 -0.147 -0.011
-0.023 0.027 -0.112
-0.027 -0.011 0.030
-0.007 -0.007 0.011
-0.021 -0.031 -0.075
-0.147 -0.012 0.014
0.006 -0.015 0.053
0.140 0.023 0.003
0.031 0.013 -0.063
-0.023 0.030 -0.004
-0.015 -0.008 -0.011
-0.015 -0.064 0.033
0.110 -0.016 -0.005
-0.009 -0.004 0.011
-0.015 -0.022 0.006
-0.019 -0.021 -0.011
0.052 0.007 -0.028
0.047 0.040 0.025
-0.175 -0.071 -0.085
0.040 0.027 0.045
0.075 0.012 -0.003
0.433 0.337 0.307
-0.327 0.359 -0.199
-0.110 -0.123 -0.057
0.330 -0.041 0.176
-0.198 0.318 -0.092
-0.084 -0.658 -0.023
0.116 -0.208 -0.044
-0.132 -0.128 -0.075
-0.027 0.162 0.008
0.480 -0.258 0.271
-0.113 -0.106 -0.109
0.039 0.060 0.083
-0.033 0.033 -0.026
-0.063 -0.039 -0.025
0.060 0.068 -0.010
-0.051 0.007 0.045
-0.045 0.030 -0.026
-0.063 0.013 0.006


Record 2
Entry from OMol25: a molecular structure, C58H48MoN8O3P2Se (wB97M-V/def2-TZVPD).

Its LUMO energy (spin up / spin down) is -0.66 / -1.23 eV. As for the spin multiplicity: 3.

Last column: Mulliken spin population.
Atoms and positions in Å:
Mo (0.717, 0.345, 1.532)  1.7399
C (-0.180, -1.761, -2.848)  -0.0012
C (0.704, -2.872, -2.228)  0.0012
P (2.304, -2.304, -1.497)  0.0095
C (3.557, -3.381, -2.272)  0.0000
C (3.376, -4.710, -2.653)  0.0005
C (4.407, -5.418, -3.252)  -0.0001
C (5.634, -4.807, -3.475)  0.0000
C (5.829, -3.486, -3.103)  -0.0002
C (4.793, -2.777, -2.510)  -0.0001
C (1.193, -2.247, 1.012)  0.0204
C (0.874, -2.552, 2.428)  0.0053
C (1.747, -2.736, 3.424)  0.0326
C (3.193, -2.720, 3.323)  -0.0061
C (3.923, -2.959, 2.228)  0.0295
C (3.484, -3.372, 0.885)  0.0194
C (0.390, -0.342, -2.892)  -0.0066
P (2.029, -0.164, -3.767)  -0.0001
C (2.751, 1.254, -2.875)  0.0021
C (1.998, 2.282, -2.307)  -0.0031
C (2.627, 3.364, -1.710)  0.0027
C (4.013, 3.428, -1.662)  0.0014
C (4.772, 2.408, -2.214)  -0.0009
C (4.141, 1.332, -2.822)  0.0003
C (1.455, 0.627, -5.323)  0.0003
C (1.693, 1.954, -5.676)  0.0000
C (1.229, 2.459, -6.884)  0.0000
C (0.515, 1.650, -7.755)  0.0000
C (0.279, 0.324, -7.419)  0.0000
C (0.756, -0.183, -6.221)  -0.0001
H (-1.115, -1.715, -2.282)  0.0005
H (-0.466, -2.057, -3.860)  -0.0001
H (0.932, -3.633, -2.974)  0.0003
H (0.147, -3.382, -1.439)  -0.0025
H (2.427, -5.199, -2.478)  0.0001
H (4.255, -6.449, -3.543)  -0.0001
H (6.436, -5.363, -3.945)  0.0000
H (6.782, -3.003, -3.282)  0.0000
H (4.934, -1.741, -2.225)  -0.0001
H (-0.186, -2.503, 2.654)  0.0095
H (1.339, -2.828, 4.425)  0.0031
H (3.726, -2.478, 4.235)  -0.0001
H (5.000, -2.872, 2.319)  -0.0001
H (4.304, -3.434, 0.179)  -0.0026
H (0.524, 0.033, -1.878)  0.0260
H (-0.338, 0.305, -3.389)  -0.0005
H (0.915, 2.248, -2.330)  0.0017
H (2.033, 4.158, -1.275)  -0.0050
H (4.500, 4.269, -1.185)  0.0000
H (5.852, 2.442, -2.163)  0.0004
H (4.731, 0.533, -3.257)  -0.0001
H (2.244, 2.601, -5.005)  -0.0001
H (1.427, 3.492, -7.141)  0.0000
H (0.150, 2.047, -8.694)  0.0000
H (-0.265, -0.321, -8.099)  0.0000
H (0.594, -1.230, -5.984)  0.0000
C (-3.914, -6.264, 2.391)  0.0001
O (-3.070, -5.571, 3.293)  0.0001
C (-3.569, -4.470, 3.904)  -0.0002
C (-4.881, -4.028, 3.783)  0.0002
C (-5.281, -2.887, 4.466)  -0.0001
C (-4.381, -2.155, 5.222)  0.0016
C (-3.074, -2.628, 5.377)  -0.0014
C (-2.678, -3.777, 4.726)  -0.0003
N (-4.915, -1.005, 5.883)  0.0020
N (-4.301, 0.065, 5.976)  0.0004
C (-3.042, 0.250, 5.321)  0.0184
C (-1.936, 0.586, 6.059)  -0.0113
C (-0.668, 0.702, 5.469)  0.0136
C (-0.518, 0.547, 4.109)  -0.0096
O (0.657, 0.599, 3.486)  0.0214
C (-1.668, 0.257, 3.334)  0.0143
N (-1.447, 0.054, 2.005)  -0.1513
C (-2.453, -0.210, 1.209)  0.0454
C (-3.776, -0.262, 1.685)  -0.0048
C (-4.021, -0.095, 3.019)  0.0255
C (-2.945, 0.134, 3.908)  0.0065
H (-3.303, -7.044, 1.947)  0.0000
H (-4.283, -5.600, 1.605)  0.0000
H (-4.761, -6.719, 2.910)  0.0000
H (-5.601, -4.570, 3.187)  0.0001
H (-6.308, -2.548, 4.403)  0.0001
H (-2.370, -2.108, 6.011)  0.0012
H (-1.675, -4.168, 4.840)  -0.0001
H (-2.041, 0.709, 7.129)  -0.0005
H (0.200, 0.929, 6.073)  0.0012
H (-2.220, -0.368, 0.166)  -0.0029
H (-4.578, -0.431, 0.980)  0.0007
H (-5.032, -0.123, 3.403)  -0.0004
C (-3.432, 3.330, 1.385)  0.0058
C (-3.553, 2.971, -0.056)  -0.0050
N (-2.770, 2.144, -0.709)  0.0051
C (-3.283, 2.058, -1.983)  0.0013
C (-4.382, 2.853, -2.106)  -0.0001
N (-4.545, 3.433, -0.868)  0.0001
H (-2.477, 2.961, 1.752)  0.0015
H (-4.235, 2.878, 1.973)  0.0000
H (-3.466, 4.410, 1.540)  0.0002
H (-2.820, 1.446, -2.740)  0.0000
H (-5.037, 3.065, -2.932)  0.0000
H (-5.268, 4.080, -0.604)  -0.0001
Se (2.309, -4.949, 0.644)  0.0265
C (2.198, -3.009, 0.223)  0.0477
N (0.593, -1.254, 0.462)  -0.0654
N (-0.534, 10.101, -0.416)  0.0089
C (-0.433, 8.976, -0.203)  -0.0041
C (-0.308, 7.572, 0.058)  0.0226
C (0.612, 7.115, 1.000)  -0.0115
C (0.729, 5.760, 1.249)  0.0276
C (-0.076, 4.844, 0.567)  -0.0408
C (-0.992, 5.312, -0.384)  0.0233
C (-1.109, 6.664, -0.637)  -0.0112
C (0.049, 3.444, 0.805)  0.1119
C (0.120, 2.250, 1.013)  -0.1182
H (1.233, 7.825, 1.529)  -0.0005
H (1.445, 5.397, 1.974)  0.0001
H (-1.593, 4.595, -0.928)  0.0047
H (-1.811, 7.028, -1.375)  -0.0004
O (5.031, 0.941, 1.080)  0.0495
C (3.871, 0.786, 1.206)  0.0781
N (2.698, 0.620, 1.356)  -0.0047

Force components x, y, z for each atom (eV/Å):
-0.253 0.327 0.267
-0.033 -0.026 -0.004
-0.057 -0.065 0.022
0.182 0.285 0.032
0.083 -0.008 0.012
-0.016 0.036 -0.033
-0.002 -0.001 -0.004
0.007 -0.022 -0.006
-0.005 0.042 0.018
0.015 -0.089 0.027
-0.292 -0.078 0.256
0.096 -0.075 -0.047
-0.080 0.076 0.035
0.075 0.017 -0.091
0.044 0.009 0.122
-0.170 -0.052 -0.081
-0.037 0.090 -0.048
-0.149 -0.202 0.015
0.038 0.070 -0.077
0.039 -0.014 0.011
-0.021 -0.006 0.045
-0.013 0.025 0.023
0.020 -0.040 -0.016
-0.015 -0.002 0.055
-0.015 0.072 -0.041
-0.006 -0.033 0.001
-0.002 -0.005 -0.006
0.004 0.024 0.006
0.005 -0.021 0.009
-0.015 -0.011 -0.029
0.003 0.020 -0.010
0.032 -0.032 -0.004
0.027 0.030 -0.034
-0.003 -0.023 -0.010
0.000 -0.007 0.001
-0.006 0.003 0.000
-0.003 0.003 0.000
-0.006 -0.008 0.002
-0.005 0.008 -0.013
-0.005 -0.037 0.023
0.011 0.021 0.000
0.010 -0.010 -0.001
-0.004 -0.024 0.024
-0.004 0.001 -0.031
0.043 -0.047 0.043
-0.007 0.043 0.065
0.005 0.001 -0.005
-0.003 -0.010 0.011
0.002 -0.005 0.003
0.000 0.013 0.002
0.004 0.003 -0.010
-0.003 -0.001 0.002
-0.006 -0.007 -0.003
0.007 -0.002 0.003
0.001 0.006 0.005
0.002 0.009 0.008
-0.012 -0.016 0.012
0.011 0.017 -0.048
-0.008 -0.013 0.031
-0.014 -0.018 -0.032
0.023 -0.008 -0.011
0.141 -0.150 -0.030
-0.042 -0.054 -0.041
0.024 0.018 0.022
-0.176 0.066 0.127
-0.040 0.127 0.155
0.048 0.015 -0.218
-0.190 -0.074 -0.033
0.156 0.195 -0.128
0.049 -0.193 0.235
0.033 -0.058 -0.151
-0.315 -0.108 0.051
0.361 0.114 -0.007
0.023 -0.029 -0.012
-0.061 0.008 0.061
-0.009 -0.015 -0.092
0.294 0.089 0.067
-0.002 -0.005 0.005
0.012 0.002 -0.004
-0.001 0.010 0.004
0.007 0.007 -0.004
0.003 0.012 0.016
-0.017 -0.004 -0.009
-0.008 0.011 0.004
-0.027 -0.011 0.003
0.007 -0.006 -0.012
0.005 0.029 -0.015
-0.003 -0.006 0.015
-0.024 -0.036 -0.023
-0.007 0.042 0.004
-0.021 -0.111 -0.031
-0.158 -0.102 0.015
-0.003 0.125 -0.054
0.011 0.012 -0.017
0.040 -0.012 0.050
0.008 -0.009 0.009
0.008 -0.004 -0.007
0.004 -0.003 -0.030
-0.004 0.003 0.009
0.010 -0.008 0.013
0.004 0.000 -0.002
-0.041 -0.018 0.004
-0.014 -0.095 -0.201
0.364 0.463 -0.032
-0.007 -0.043 0.014
0.007 0.186 -0.038
-0.036 -0.185 0.009
-0.006 -0.002 -0.005
-0.026 0.016 0.030
-0.044 0.081 -0.181
0.045 -0.028 -0.014
0.051 0.052 0.050
-0.107 -0.032 0.120
0.366 -0.442 -0.224
-0.002 -0.001 -0.003
-0.002 -0.005 -0.002
-0.002 -0.008 -0.002
0.001 -0.006 -0.003
-0.041 -0.030 -0.032
-0.026 0.002 0.053
-0.139 -0.025 0.012


Question: Which formula does entry 2 have?
Answer: C58H48MoN8O3P2Se